# C50H88O42

A 14-piece molecular cluster, C50H88O42 overall at a distorted geometry (the ωB97M-V functional and the def2-TZVPD basis, the Open Molecules 2025 dataset).

- F_max: 5.34 eV/A
- HOMO energy (alpha / beta): 0.0 / -8.1 eV
- Total charge: -1
- 2S+1: 2
- HOMO-LUMO gap (alpha / beta): 1.56 / 9.68 eV
- DFT total energy: -5117.96857 a.u.

Last column: Mulliken spin population.
Positions of all 180 atoms, in Å:
C 3.940 -0.097 -1.153  -1.9567
C 5.155 0.748 -1.377  1.8264
O 5.477 0.495 -2.782  -0.4851
C 4.959 -0.694 -3.155  -0.0490
O 5.170 -1.254 -4.257  0.0131
O 4.029 -1.018 -2.210  0.3483
H 3.033 0.506 -1.186  0.5300
H 4.060 -0.604 -0.195  -0.0626
H 6.045 0.510 -0.795  -0.0016
H 5.020 1.768 -1.015  -0.0519
C -0.953 3.730 1.609  0.1957
C 0.176 4.658 1.163  0.0115
O 0.399 5.397 2.333  -0.0328
C -0.593 5.318 3.196  0.2670
O -0.628 5.949 4.297  0.0130
O -1.491 4.485 2.707  -0.0494
H -0.583 2.720 1.786  0.0134
H -1.681 3.735 0.798  -0.0468
H -0.080 5.247 0.282  0.0103
H 1.040 4.025 0.960  -0.2029
C 2.368 -4.003 5.667  0.0171
C 1.829 -2.814 4.919  0.0090
O 1.355 -1.995 5.942  -0.0304
C 1.357 -2.669 7.160  -0.0234
O 0.875 -2.181 8.199  -0.0006
O 1.804 -3.973 6.981  -0.0055
H 3.446 -3.942 5.817  0.0052
H 2.091 -4.919 5.146  -0.0101
H 0.984 -3.186 4.340  0.0003
H 2.630 -2.330 4.359  0.0086
C -1.318 -5.443 2.197  0.0030
C -0.333 -4.839 1.151  0.0350
O -0.628 -3.471 1.253  -0.0077
C -1.288 -3.189 2.350  0.0322
O -1.658 -2.061 2.732  0.0017
O -1.676 -4.307 2.926  0.0015
H -0.872 -6.209 2.831  -0.0004
H -2.197 -5.799 1.660  0.0003
H -0.643 -5.112 0.142  -0.0015
H 0.721 -5.106 1.223  -0.0041
C -1.887 1.614 -5.911  -0.0310
C -2.622 0.668 -6.918  0.0099
O -2.637 -0.495 -6.163  -0.0051
C -2.587 -0.218 -4.838  -0.0390
O -2.801 -1.020 -3.955  -0.0052
O -2.272 1.048 -4.654  -0.0118
H -2.197 2.651 -6.036  0.0076
H -0.816 1.625 -6.117  0.0146
H -1.956 0.401 -7.738  -0.0013
H -3.563 1.139 -7.204  0.0012
C 2.683 -4.375 -5.219  0.0012
C 3.920 -4.455 -4.290  -0.0035
O 3.313 -4.331 -3.049  -0.0279
C 1.962 -4.379 -3.026  0.0246
O 1.195 -4.472 -2.033  0.0010
O 1.643 -4.574 -4.326  -0.0004
H 2.688 -5.158 -5.978  -0.0008
H 2.603 -3.412 -5.723  -0.0001
H 4.702 -3.699 -4.364  0.0077
H 4.286 -5.481 -4.332  -0.0007
C 6.680 1.093 4.078  0.5320
C 5.254 0.634 4.475  0.4474
O 5.046 0.272 5.807  -0.3919
C 4.992 -0.927 6.203  0.0738
O 5.360 -1.878 5.533  -0.0370
O 4.481 -0.909 7.452  -0.0970
C 4.591 -2.088 8.258  -0.0083
H 6.535 1.654 3.155  -0.2394
H 7.257 0.200 3.839  0.0177
H 7.137 1.751 4.816  0.0047
H 4.719 0.043 3.731  -0.0623
H 4.704 1.574 4.430  -0.0898
H 3.937 -2.058 9.130  -0.0010
H 5.574 -2.164 8.723  -0.0005
H 4.383 -3.018 7.727  -0.0019
C 1.624 -0.148 2.943  0.2910
C 0.913 0.305 1.688  -0.2342
O 1.076 -0.654 0.616  -0.0566
C 0.502 -0.344 -0.577  0.3568
O -0.158 0.678 -0.866  -0.0329
O 0.881 -1.483 -1.407  0.0379
C 0.547 -1.469 -2.816  -0.0087
H 1.086 -0.983 3.393  0.0193
H 1.830 0.703 3.592  0.1890
H 2.591 -0.451 2.541  0.0940
H 1.266 1.255 1.286  -0.1858
H -0.131 0.402 1.988  -0.1100
H 1.242 -2.146 -3.312  -0.0039
H 0.817 -0.453 -3.104  -0.0061
H -0.408 -1.822 -3.206  -0.0174
C -1.360 -3.512 -6.296  0.0005
C -2.377 -4.604 -6.631  0.0009
O -3.639 -4.091 -6.570  -0.0003
C -4.299 -4.343 -5.435  0.0003
O -3.913 -5.132 -4.550  0.0000
O -5.363 -3.542 -5.407  -0.0001
C -6.039 -3.380 -4.235  -0.0002
H -0.357 -3.937 -6.336  -0.0007
H -1.386 -3.176 -5.260  0.0007
H -1.521 -2.615 -6.895  -0.0002
H -2.133 -5.444 -5.981  -0.0003
H -2.303 -4.897 -7.678  0.0002
H -6.319 -4.417 -4.049  0.0000
H -6.869 -2.676 -4.282  0.0000
H -5.371 -2.998 -3.462  0.0002
C 1.707 -0.273 -6.283  -0.0047
C 2.283 1.106 -6.201  0.0102
O 2.498 1.500 -4.833  -0.1215
C 1.962 2.652 -4.474  0.3028
O 1.386 3.420 -5.203  -0.0802
O 2.328 2.833 -3.169  -0.5603
C 2.147 4.101 -2.474  0.8280
H 2.503 -1.017 -6.242  -0.0008
H 1.184 -0.526 -7.206  -0.0018
H 1.035 -0.417 -5.438  -0.0012
H 1.571 1.714 -6.758  0.0070
H 3.221 1.285 -6.728  -0.0104
H 1.845 4.900 -3.151  0.0435
H 2.977 4.437 -1.853  -0.1850
H 1.421 3.922 -1.681  -0.0606
C -8.060 -4.569 -0.976  0.0001
C -6.571 -4.978 -1.006  0.0004
O -5.742 -3.860 -1.171  0.0008
C -4.526 -3.862 -0.728  0.0032
O -3.903 -4.742 -0.187  0.0000
O -4.145 -2.659 -1.080  0.0080
C -2.854 -2.280 -0.808  -0.0343
H -8.153 -3.699 -0.327  0.0000
H -8.620 -5.482 -0.771  0.0000
H -8.451 -4.230 -1.936  0.0000
H -6.390 -5.729 -1.774  0.0000
H -6.280 -5.397 -0.043  0.0000
H -2.807 -1.233 -1.104  0.0039
H -2.084 -2.875 -1.300  -0.0016
H -2.591 -2.357 0.247  -0.0044
C -3.279 4.837 -5.107  0.0032
C -2.054 4.513 -4.191  0.0209
O -2.427 4.905 -2.932  -0.0233
C -2.854 4.130 -1.936  -0.0188
O -3.418 4.522 -0.905  0.0005
O -2.557 2.752 -2.146  -0.0018
C -2.968 1.865 -1.086  0.0343
H -3.820 5.771 -4.958  -0.0003
H -4.077 4.108 -4.970  0.0017
H -2.999 4.796 -6.160  -0.0006
H -1.246 5.150 -4.551  0.0105
H -1.730 3.473 -4.226  0.0009
H -3.971 2.052 -0.702  -0.0042
H -2.298 1.951 -0.231  0.0033
H -2.970 0.823 -1.407  0.0030
C 2.881 2.876 5.962  0.1487
C 2.283 3.994 6.833  -0.0266
O 3.368 4.994 6.850  -0.0254
C 3.071 6.208 6.416  0.0389
O 1.961 6.625 6.005  -0.0125
O 4.140 6.922 6.580  -0.0199
C 4.008 8.360 6.391  0.0033
H 3.921 2.646 6.191  0.0389
H 2.894 3.139 4.904  -0.0645
H 2.336 1.945 6.116  0.0051
H 2.158 3.560 7.824  0.0010
H 1.347 4.396 6.444  0.0004
H 3.958 8.756 5.377  -0.0031
H 4.848 8.991 6.683  -0.0008
H 3.091 8.645 6.908  0.0024
C -1.612 1.715 5.126  -0.0249
C -2.459 0.645 4.363  0.0075
O -2.973 1.140 3.105  -0.0021
C -3.982 1.990 3.014  0.0051
O -4.834 2.203 3.874  -0.0001
O -3.951 2.648 1.772  0.0027
C -5.103 3.401 1.335  0.0014
H -0.924 1.221 5.812  -0.0030
H -2.248 2.397 5.691  -0.0009
H -0.977 2.241 4.414  0.0207
H -3.343 0.487 4.981  -0.0005
H -1.823 -0.233 4.249  -0.0025
H -5.156 3.409 0.246  -0.0001
H -5.165 4.399 1.770  0.0002
H -6.018 2.985 1.757  -0.0002

=====

# C50H92BFNO22

A 9-piece molecular cluster, C50H92BFNO22 overall at a distorted geometry (the ωB97M-V functional and the def2-TZVPD basis, the Open Molecules 2025 dataset).

- F_max: 3.60 eV/A
- HOMO energy: -10.6 eV
- Total charge: +1
- HOMO-LUMO gap: 6.88 eV
- DFT total energy: -3794.75181 a.u.

Last column: Mulliken charge in e.
Positions of all 167 atoms, in Å:
C 1.810 -2.603 4.262  -0.8413
C 0.926 -1.498 4.334  -0.3909
C -0.015 -0.985 3.185  -0.9097
N -1.036 -1.994 2.812  0.6947
C -0.949 -2.754 1.652  0.1250
C 0.239 -2.561 0.613  -1.7735
C 1.517 -3.434 1.011  -0.0612
C 2.743 -2.458 1.099  -0.6712
C 4.152 -3.163 1.190  -0.7421
O 4.108 -4.595 1.118  -0.3921
C 3.878 -5.187 2.326  0.2083
O 4.030 -4.695 3.408  -0.4921
C -1.925 -3.753 1.333  0.1538
C -1.918 -4.685 0.103  -1.0708
C -1.541 -6.177 0.431  0.3254
C -0.308 -6.352 1.363  -1.0901
F -2.694 -6.766 1.024  -0.3442
C -3.041 -3.938 2.267  -0.7317
C -3.127 -3.127 3.456  0.8837
C -4.319 -3.388 4.425  -1.3016
O -5.297 -2.358 4.473  -0.1797
O -5.788 -2.231 3.190  -0.2868
C -2.087 -2.134 3.696  0.7722
C -2.245 -1.278 4.965  -1.2829
B -3.016 0.129 4.686  0.6633
O -4.301 0.231 4.176  -0.5754
O -2.327 1.335 4.965  -0.5105
H 2.819 -2.422 3.816  0.4360
H 1.498 -3.575 4.701  0.2402
H 0.864 -0.968 5.325  0.4377
H 0.626 -0.683 2.327  0.5220
H -0.483 -0.040 3.562  0.5492
H 0.530 -1.483 0.511  0.8142
H -0.043 -2.882 -0.414  0.4313
H 1.271 -3.900 2.005  0.1063
H 1.698 -4.253 0.280  0.6673
H 2.578 -1.712 1.919  0.0828
H 2.722 -1.843 0.156  0.5675
H 4.694 -2.750 2.070  0.2833
H 4.735 -2.827 0.293  0.3532
H 3.462 -6.233 2.285  0.4077
H -2.976 -4.719 -0.273  0.5316
H -1.304 -4.335 -0.755  0.3764
H -1.359 -6.739 -0.522  0.4108
H -0.284 -7.438 1.657  0.4213
H 0.659 -6.157 0.844  0.2083
H -0.428 -5.781 2.314  0.1927
H -3.816 -4.716 2.084  0.4593
H -3.878 -3.618 5.430  0.5099
H -4.802 -4.349 4.094  0.4501
H -5.382 -1.425 2.815  0.2846
H -2.857 -1.804 5.748  0.2706
H -1.285 -1.011 5.463  0.2140
H -4.596 1.136 4.400  0.2854
H -1.844 1.248 5.807  0.3343
O -2.233 -1.694 -1.226  -0.4719
C -2.477 -0.511 -1.283  0.5153
O -2.686 0.067 -2.466  -0.3812
C -3.161 1.416 -2.631  -0.5405
C -2.021 2.410 -2.583  -0.5702
C -2.459 0.342 -0.040  -0.3694
H -3.947 1.644 -1.909  0.3509
H -3.628 1.451 -3.616  0.3344
H -1.516 2.396 -1.615  0.2323
H -2.386 3.423 -2.767  0.1307
H -1.271 2.164 -3.337  0.3082
H -1.431 0.638 0.176  0.1590
H -2.844 -0.252 0.791  -0.1516
H -3.087 1.227 -0.103  0.4421
O -2.937 6.011 -2.746  -0.6128
C -2.126 6.575 -3.443  0.8394
O -1.400 5.864 -4.316  -0.3579
C -0.546 6.444 -5.319  -0.3336
C 0.823 6.761 -4.760  -0.4938
C -1.857 8.049 -3.280  -0.3761
H -1.019 7.309 -5.780  0.1683
H -0.448 5.691 -6.102  0.3207
H 0.766 7.504 -3.960  0.1298
H 1.473 7.144 -5.541  0.0873
H 1.276 5.865 -4.332  0.4149
H -1.150 8.192 -2.462  0.2371
H -2.798 8.542 -3.033  0.3543
H -1.480 8.542 -4.179  -0.1720
O -7.849 -6.384 3.587  -0.5756
C -8.681 -5.517 3.510  0.6043
O -9.959 -5.840 3.248  -0.3623
C -11.052 -4.915 3.316  -0.3685
C -11.201 -4.147 2.019  -0.9171
C -8.294 -4.065 3.612  -0.4727
H -10.956 -4.260 4.184  0.3633
H -11.945 -5.518 3.482  0.3101
H -10.318 -3.540 1.808  0.2556
H -12.070 -3.488 2.061  0.3466
H -11.321 -4.836 1.182  0.2973
H -7.945 -3.720 2.639  0.1865
H -7.485 -3.976 4.335  0.0108
H -9.093 -3.417 3.966  0.3111
O 2.611 5.820 -6.830  -0.5317
C 3.661 6.180 -7.302  0.9133
O 3.971 7.486 -7.308  -0.3602
C 5.259 8.007 -7.669  -0.1770
C 5.376 8.187 -9.168  -1.1233
C 4.591 5.199 -7.965  -1.2422
H 6.059 7.391 -7.255  0.3901
H 5.337 8.979 -7.182  0.1175
H 5.288 7.236 -9.696  0.2982
H 6.336 8.638 -9.426  0.3741
H 4.574 8.830 -9.537  0.3167
H 4.268 5.040 -8.994  0.2996
H 4.540 4.256 -7.423  0.3238
H 5.635 5.505 -7.953  0.3738
O 6.835 9.016 -4.826  -0.5788
C 6.053 9.475 -4.034  0.8111
O 5.568 8.697 -3.050  -0.3625
C 4.780 9.183 -1.956  -0.5109
C 3.314 9.263 -2.331  -0.7767
C 5.536 10.882 -4.181  -1.0503
H 5.171 10.133 -1.585  0.3613
H 4.907 8.461 -1.150  0.3258
H 3.145 9.966 -3.148  0.2442
H 2.716 9.578 -1.474  0.4211
H 2.956 8.289 -2.671  0.1844
H 4.708 10.886 -4.891  0.2349
H 6.342 11.506 -4.565  0.3566
H 5.216 11.335 -3.245  0.3614
O 7.446 -9.615 6.824  -0.5854
C 6.723 -8.963 6.116  0.6879
O 6.332 -7.736 6.516  -0.3842
C 5.630 -6.805 5.686  -0.3839
C 4.139 -7.058 5.717  -0.1342
C 6.180 -9.533 4.832  -0.4739
H 6.036 -6.804 4.671  0.3370
H 5.837 -5.817 6.101  0.2947
H 3.890 -8.043 5.323  -0.1109
H 3.611 -6.307 5.128  -0.0146
H 3.769 -7.024 6.744  0.3461
H 5.299 -10.137 5.049  -0.1383
H 6.949 -10.165 4.386  0.4206
H 5.931 -8.781 4.085  0.1740
O -1.053 9.566 -5.822  -0.6613
C -1.325 10.658 -6.258  0.7273
O -0.763 11.748 -5.716  -0.3364
C -0.872 13.068 -6.268  -0.4258
C -2.143 13.752 -5.809  -0.9793
C -2.356 10.822 -7.343  -1.1444
H -0.776 13.045 -7.355  0.3808
H -0.010 13.622 -5.894  0.2996
H -3.031 13.219 -6.151  0.2760
H -2.186 14.774 -6.188  0.3598
H -2.188 13.777 -4.719  0.3035
H -3.349 10.834 -6.894  0.2744
H -2.279 9.974 -8.022  0.3589
H -2.218 11.715 -7.950  0.3658
O 3.382 -10.167 4.725  -0.5590
C 2.846 -11.249 4.717  0.8007
O 1.524 -11.334 4.504  -0.3728
C 0.821 -12.567 4.292  -0.4492
C 0.438 -13.213 5.607  -0.9521
C 3.622 -12.500 5.032  -1.1125
H 1.392 -13.236 3.646  0.3812
H -0.084 -12.306 3.742  0.2938
H 1.318 -13.476 6.196  0.2752
H -0.145 -14.118 5.434  0.3550
H -0.153 -12.522 6.211  0.2985
H 3.683 -12.620 6.114  0.2761
H 4.628 -12.394 4.625  0.3425
H 3.205 -13.401 4.588  0.3844

=====

Which of these has the lowest DFT total energy?
C50H88O42

=====

Which of these has the highest DFT total energy?
C50H92BFNO22

=====

Which value of total charge does entry 2 give?
+1

=====

Look up the F_max of the second one.
3.60 eV/A